No. 1
A structure of composition C33H54AsIrN6O4S. Source: OMol25; level of theory: wB97M-V/def2-TZVPD.

Structure (ORCA input):
```
! RIJCOSX wB97M-V def2-TZVPD def2/J DEFGRID3
* xyz 1 2
Ir 1.603 -0.108 0.336
As 3.332 -1.256 1.495
S -1.315 0.609 -0.912
O 0.598 0.031 2.227
O 2.901 0.146 -1.251
O 2.111 1.074 -3.117
O 0.133 0.287 -5.535
N -0.633 1.178 3.715
N -2.817 0.220 -3.088
N 0.891 -2.079 -0.787
N 0.209 1.166 -0.701
N -0.655 0.933 -3.500
N -1.631 -0.445 2.366
C -3.486 3.336 -5.669
C -1.622 0.594 -2.649
C -1.864 1.564 -5.585
C -0.075 3.441 -1.706
C -2.949 -0.218 2.944
C -1.468 -1.726 1.707
C -3.939 -0.231 -2.268
C 4.371 -3.090 5.943
C 2.031 -2.565 5.928
C -2.293 1.102 -6.827
C 1.849 -1.274 -2.893
C -0.507 3.105 0.723
C 4.583 -2.168 4.927
C -3.925 2.863 -6.900
C -0.526 0.249 2.742
C 1.858 -2.379 -1.861
C -3.053 1.181 3.506
C -4.273 -1.690 -2.557
C -0.726 0.865 -4.932
C 1.806 2.920 -0.183
C 3.021 -3.136 1.867
C -3.332 1.748 -7.478
C 0.334 2.644 -0.468
C -1.879 1.416 4.433
C 5.072 -1.295 0.652
C 3.523 -1.438 4.398
C 3.094 -3.294 6.445
C -3.118 -2.640 -2.271
C -2.461 2.682 -5.005
C 3.733 -0.483 3.264
C 2.303 0.101 -2.400
C 0.521 1.965 4.121
C 2.245 -1.646 4.912
H -3.028 1.913 2.696
H -1.571 2.910 0.566
H 0.818 -2.867 -0.153
H -3.937 4.217 -5.233
H -2.998 0.302 -4.079
H 1.957 3.991 -0.040
H -4.729 3.373 -7.415
H 1.337 1.799 3.426
H -1.123 3.259 -1.958
H 5.207 -3.646 6.346
H -1.597 -2.545 2.422
H 1.414 -1.080 4.502
H 4.764 -0.130 3.223
H -0.035 -1.919 -1.178
H 2.929 -4.010 7.238
H -1.941 0.771 5.316
H 0.855 -1.178 -3.339
H 1.634 -3.335 -2.342
H 2.131 2.414 0.735
H 0.028 4.510 -1.509
H 0.558 3.187 -2.556
H -3.395 -3.669 -2.495
H 5.797 -1.765 1.316
H 1.033 -2.712 6.323
H -3.686 -0.086 -1.219
H -0.387 4.179 0.875
H 2.506 -1.533 -3.727
H 0.260 3.024 4.116
H -2.218 -1.826 0.923
H -3.993 1.299 4.043
H 3.026 -3.676 0.919
H 5.586 -2.007 4.547
H -3.141 -0.962 3.727
H 0.842 1.684 5.126
H 5.372 -0.275 0.424
H -3.688 -0.379 2.156
H -4.580 -1.782 -3.603
H -5.146 -1.959 -1.958
H -4.796 0.409 -2.485
H 3.792 -3.545 2.517
H -2.105 3.050 -4.050
H -0.480 -1.780 1.266
H -1.862 2.447 4.784
H 2.052 -3.255 2.350
H -2.822 -2.593 -1.221
H -0.187 2.596 1.632
H 5.015 -1.851 -0.282
H -2.245 -2.395 -2.881
H -1.800 0.248 -7.272
H -3.673 1.389 -8.439
H 2.845 -2.453 -1.402
H 2.432 2.574 -1.005
H 3.081 0.383 3.356
H 0.313 1.026 -3.140
*
```

## Properties
Expectation value of S²: 0.75
Energy above the lowest of the compared OMol25 structures with the same formula, charge and spin, kcal per mole: 28.5
Highest occupied orbital energy (spin up / spin down), eV: -9.67 / -9.98
Frontier orbital gap (spin up / spin down), eV: 7.376 / 7.686
LUMO (spin up / spin down), eV: -2.30 / -2.30


No. 2
A cluster of 9 separate species, C33H54F18O21S3 in total in a non-equilibrium geometry. Source: OMol25; level of theory: wB97M-V/def2-TZVPD.

Structure (ORCA input):
```
! RIJCOSX wB97M-V def2-TZVPD def2/J DEFGRID3
* xyz 0 1
S -9.960 -18.077 21.142
S -9.574 -10.897 18.727
S -12.868 -16.833 16.791
F -18.629 -18.098 21.629
F -4.132 -13.219 20.230
F -17.911 -16.144 20.711
F -19.975 -13.172 19.066
F -5.308 -12.770 18.446
F -15.154 -12.617 14.252
F -6.645 -16.552 13.008
F -13.960 -10.878 13.874
F -14.558 -13.843 21.839
F -17.976 -12.483 18.902
F -8.846 -16.277 12.977
F -7.508 -14.574 13.105
F -19.626 -11.165 18.242
F -13.335 -12.335 15.400
F -5.032 -11.274 19.958
F -13.515 -12.627 23.270
F -17.705 -16.493 22.763
F -12.425 -13.362 21.573
O -16.346 -18.632 20.316
O -9.514 -17.466 19.929
O -6.609 -15.671 15.566
O -9.019 -18.007 22.257
O -11.908 -12.515 12.880
O -8.769 -16.389 15.592
O -11.400 -17.644 21.576
O -6.622 -14.393 20.217
O -13.996 -16.262 17.786
O -14.577 -10.694 21.800
O -18.255 -11.477 21.258
O -13.614 -11.611 20.006
O -20.420 -11.241 20.891
O -15.242 -17.451 21.786
O -13.458 -14.168 12.962
O -7.160 -12.479 21.266
O -9.616 -11.003 20.324
O -10.820 -10.335 18.303
O -12.887 -18.258 16.981
O -13.072 -16.185 15.540
O -9.135 -12.147 18.143
C -19.220 -11.545 20.562
C -10.460 -10.034 21.039
C -11.425 -16.467 22.501
C -13.896 -12.265 14.189
C -16.273 -17.741 21.305
C -7.824 -15.078 20.666
C -15.098 -19.044 19.734
C -6.509 -13.106 20.520
C -11.426 -16.076 17.367
C -5.231 -12.553 19.768
C -5.194 -16.132 17.359
C -9.051 -14.475 20.007
C -13.636 -12.911 22.007
C -20.442 -10.575 22.200
C -10.331 -19.759 20.888
C -6.607 -15.724 17.045
C -12.691 -16.545 23.397
C -7.761 -16.027 15.017
C -15.397 -10.012 18.990
C -14.466 -14.930 17.686
C -7.687 -15.857 13.523
C -13.106 -16.388 12.044
C -13.855 -10.336 19.246
C -15.810 -14.926 18.519
C -12.958 -13.001 13.250
C -8.316 -9.652 18.547
C -10.251 -10.337 22.462
C -19.165 -12.085 19.147
C -14.078 -11.626 21.222
C -12.519 -15.023 12.183
C -20.606 -11.600 23.222
C -15.437 -19.617 18.321
C -17.685 -17.117 21.577
H -12.475 -14.437 11.248
H -19.524 -9.966 22.381
H -4.557 -15.356 16.930
H -8.225 -9.263 17.555
H -11.466 -10.260 20.824
H -13.423 -9.435 19.586
H -15.725 -18.809 17.632
H -9.299 -13.494 20.478
H -10.928 -9.865 23.137
H -14.314 -18.203 19.887
H -11.323 -15.589 21.901
H -20.708 -11.195 24.261
H -9.240 -10.216 22.891
H -16.616 -15.345 17.975
H -16.343 -20.234 18.415
H -5.003 -17.034 16.728
H -10.435 -11.418 22.653
H -11.598 -14.904 12.719
H -11.489 -14.988 17.513
H -13.746 -14.240 18.128
H -13.396 -10.639 18.259
H -15.561 -9.173 18.302
H -7.893 -15.010 21.753
H -9.899 -15.225 19.950
H -21.272 -9.860 22.038
H -10.558 -16.526 23.186
H -8.425 -8.792 19.226
H -7.472 -10.281 18.893
H -19.808 -12.324 23.245
H -12.786 -15.544 23.886
H -12.600 -17.308 24.171
H -10.602 -16.360 16.679
H -21.497 -12.180 22.976
H -7.317 -16.515 17.322
H -14.549 -20.161 17.905
H -11.265 -19.751 20.260
H -14.565 -14.717 16.558
H -8.784 -14.187 19.026
H -7.696 -16.057 20.314
H -10.525 -20.221 21.820
H -11.310 -16.363 18.437
H -9.509 -20.084 20.195
H -6.886 -14.705 17.305
H -14.152 -16.491 11.720
H -15.570 -15.512 19.404
H -13.053 -16.877 12.955
H -14.817 -19.900 20.344
H -10.209 -8.972 20.950
H -15.875 -10.859 18.536
H -13.566 -16.889 22.850
H -5.039 -16.215 18.436
H -12.463 -16.848 11.310
H -15.941 -9.670 19.858
H -15.998 -13.902 18.844
*
```

## Properties
Energy above the lowest of the compared OMol25 structures with the same formula, charge and spin, kcal per mole: 0.0
Structure (SMILES): CCOC(=O)C(F)(F)F.CCOC(=O)C(F)(F)F.CCOC(=O)C(F)(F)F.CCOC(=O)C(F)(F)F.CCOC(=O)C(F)(F)F.CCOC(=O)C(F)(F)F.CCOS(C)(=O)=O.CCOS(C)(=O)=O.CCOS(C)(=O)=O
Highest occupied orbital energy, eV: -10.99
Frontier orbital gap, eV: 11.380
LUMO, eV: 0.39


E per entry: -126737.668, -159512.932 eV